# 1
Entry from the Open Molecules 2025 dataset: 2 unconnected molecules or ions with the total composition C7H16N (ωB97M-V/def2-TZVPD).

Summary:
**Frontier orbital gap**: 7.961 eV
**Multiplicity**: 1
**Relative energy (zero: lowest compared OMol25 entry of this formula, charge and spin)**: 1.489 eV
**Net charge**: +1

Atoms and positions in Å:
C1 -2.05849 -0.38351 0.00392
C2 -1.61227 -1.12700 -1.01156
C3 -1.25038 -0.65663 -2.34276
C4 -1.04321 -1.48092 -3.37097
H1 -2.09032 0.69564 -0.07216
H2 -2.41960 -0.85704 0.90415
H3 -1.52102 -2.20046 -0.86757
H4 -1.20377 0.41174 -2.52228
H5 -0.84991 -1.04024 -4.33930
H6 -1.08464 -2.55711 -3.27820
C5 0.93884 0.15827 1.68790
C6 1.58331 1.37478 1.06102
C7 0.69648 2.03515 0.00736
N1 1.80717 -0.32064 2.84057
H7 -0.06580 0.33650 2.06486
H8 0.88813 -0.71390 1.03719
H9 2.54779 1.06806 0.63872
H10 1.85543 2.09638 1.83934
H11 0.41297 1.32204 -0.76161
H12 -0.19464 2.43866 0.48901
H13 1.21864 2.88001 -0.43616
H14 2.78621 -0.29036 2.55550
H15 1.75691 0.31782 3.63234
H16 1.56659 -1.24974 3.17457



# 2
Entry from the Open Molecules 2025 dataset: 2 unconnected molecules or ions with the total composition C5H14 at a distorted geometry (ωB97M-V/def2-TZVPD).

Summary:
**Frontier orbital gap**: 12.170 eV
**Structure (SMILES)**: CCC.CC
**Multiplicity**: 1
**Relative energy (zero: lowest compared OMol25 entry of this formula, charge and spin)**: 0.466 eV

Atoms and positions in Å:
C1 -2.34794 0.20999 1.19193
C2 -1.19384 0.81722 1.97384
C3 0.11941 0.07099 1.77817
H1 -2.78779 -0.60216 1.76457
H2 -2.15280 0.05181 0.14132
H3 -3.14879 0.96989 1.10520
H4 -1.00765 1.88196 1.78787
H5 -1.45445 0.93734 3.04072
H6 0.13570 -0.93520 2.19870
H7 0.35892 -0.05722 0.73042
H8 0.91074 0.59144 2.32819
C4 1.48044 -0.18257 -1.56262
C5 1.70988 -0.78787 -2.94855
H9 0.39475 -0.10117 -1.47417
H10 1.70747 -0.94472 -0.79534
H11 1.95878 0.77232 -1.39232
H12 1.03522 -1.60559 -3.18105
H13 2.74180 -1.13693 -3.05459
H14 1.54016 0.05049 -3.63230



# 3
Entry from the Open Molecules 2025 dataset: a molecular structure, C47H54F12GeNO2PtSi4Te (ωB97M-V/def2-TZVPD).

Summary:
**Expectation value of S²**: 0.7595
**Frontier orbital gap (alpha / beta)**: 5.379 / 5.844 eV
**Multiplicity**: 2
**Relative energy (zero: lowest compared OMol25 entry of this formula, charge and spin)**: 0.000 eV
**Net charge**: -2

Atoms and positions in Å:
Pt1 0.32009 0.93564 -0.73168
C1 -0.60420 5.95720 4.01465
C2 -0.28068 5.21195 2.74629
C3 -0.64632 5.70709 1.49431
C4 -0.40030 4.97922 0.35473
C5 0.23646 3.72082 0.38565
N1 0.32038 2.98975 -0.78210
C6 0.72785 3.53657 -1.97527
C7 1.60945 4.63441 -1.99981
C8 2.15157 5.11369 -3.17165
C9 1.85101 4.51388 -4.39064
C10 2.51948 4.94285 -5.66863
C11 0.94408 3.46440 -4.37670
C12 0.35753 2.96635 -3.21532
C13 -0.77286 1.92162 -3.30867
O1 -0.92108 0.98041 -2.32215
C14 -2.10366 2.73424 -3.32238
F1 -2.28068 3.35492 -2.14906
F2 -3.17895 1.95600 -3.53084
F3 -2.13488 3.69231 -4.28048
C15 -0.70710 1.08260 -4.63173
F4 -1.01418 1.76561 -5.77037
F5 -1.56397 0.05735 -4.60105
F6 0.52097 0.57442 -4.80096
C16 0.65076 3.23363 1.64074
C17 0.36111 3.98834 2.78232
C18 1.47545 1.94190 1.81952
O2 1.66623 1.10026 0.76556
C19 2.92991 2.35959 2.19821
F7 3.50927 2.97804 1.15520
F8 3.68394 1.29471 2.50796
F9 3.02733 3.21116 3.24493
C20 0.87522 1.08276 2.99079
F10 -0.45912 1.01627 2.89725
F11 1.34583 -0.16624 2.97216
F12 1.15295 1.56239 4.23680
H1 -0.62849 7.03535 3.84289
H2 0.13634 5.75530 4.79035
H3 -1.58094 5.66472 4.41052
H4 -1.15413 6.66375 1.41620
H5 -0.72970 5.34999 -0.60818
H6 1.89754 5.07673 -1.05430
H7 2.85088 5.94429 -3.13345
H8 2.74976 6.01074 -5.65756
H9 1.88487 4.74307 -6.53402
H10 3.45861 4.40131 -5.81940
H11 0.68341 3.03067 -5.33058
H12 0.66721 3.61082 3.74870
C21 -1.16149 -1.51287 5.05541
Si1 -1.30344 -2.87264 3.75713
C22 -2.15198 -4.32413 4.63313
C23 0.41767 -3.46169 3.29271
Si2 -2.58870 -2.24096 1.90443
Te1 -1.78754 -0.90483 -0.03783
Si3 -3.34704 -4.21566 0.89784
C24 -4.53500 -5.28742 1.92056
C25 -1.84707 -5.27459 0.46642
C26 -4.28185 -3.84664 -0.69585
Si4 -4.41261 -1.04520 2.73871
C27 -3.90263 0.70879 3.18429
C28 -5.78265 -0.92452 1.45047
C29 -5.16386 -1.84148 4.29020
H13 -0.59141 -1.88339 5.91349
H14 -2.15027 -1.21447 5.41430
H15 -0.65810 -0.62561 4.66850
H16 -1.62858 -4.53934 5.57056
H17 -2.11928 -5.22618 4.01790
H18 -3.19756 -4.11133 4.86758
H19 0.97479 -3.77687 4.18063
H20 0.97216 -2.65941 2.81015
H21 0.37024 -4.30390 2.59790
H22 -4.09034 -5.65720 2.84547
H23 -4.83925 -6.15128 1.32008
H24 -5.43888 -4.73070 2.18061
H25 -1.36211 -5.65592 1.36939
H26 -1.11651 -4.67979 -0.08748
H27 -2.13113 -6.13108 -0.15242
H28 -5.24059 -3.36650 -0.48686
H29 -4.48015 -4.77873 -1.23534
H30 -3.70364 -3.18242 -1.33940
H31 -3.52976 1.21959 2.29434
H32 -3.11000 0.73115 3.93503
H33 -4.76082 1.26828 3.57072
H34 -5.36953 -0.56480 0.50562
H35 -6.56026 -0.22821 1.77882
H36 -6.25113 -1.89523 1.27006
H37 -4.44108 -1.86198 5.11002
H38 -5.47703 -2.87008 4.09558
H39 -6.03900 -1.27815 4.62949
C30 0.62901 -4.54292 -3.98837
C31 -0.27515 -3.50835 -3.78826
C32 0.10952 -2.37130 -3.08826
C33 1.39911 -2.25115 -2.57409
C34 2.29627 -3.29957 -2.78206
C35 1.91914 -4.43665 -3.48556
Ge1 1.94471 -0.66311 -1.53452
C36 3.15042 0.38266 -2.70328
C37 3.56067 -0.05770 -3.95991
C38 4.38674 0.72386 -4.75892
C39 4.82221 1.96188 -4.30660
C40 4.42013 2.41616 -3.05739
C41 3.58611 1.63605 -2.26823
C42 3.12293 -1.41707 -0.14560
C43 4.43573 -0.98748 0.03078
C44 5.24397 -1.54148 1.01721
C45 4.74659 -2.53874 1.84382
C46 3.43823 -2.97652 1.67894
C47 2.63801 -2.41740 0.69383
H40 0.32756 -5.43338 -4.52892
H41 -1.28535 -3.58454 -4.17363
H42 -0.60218 -1.57045 -2.93157
H43 3.30123 -3.23299 -2.37596
H44 2.62760 -5.24470 -3.63219
H45 3.21664 -1.01773 -4.32895
H46 4.68409 0.36787 -5.73943
H47 5.46228 2.57684 -4.92997
H48 4.73670 3.39013 -2.70385
H49 3.25697 2.00663 -1.30224
H50 4.83277 -0.20097 -0.60143
H51 6.26013 -1.18526 1.14592
H52 5.37084 -2.96833 2.61915
H53 3.03665 -3.74490 2.32956
H54 1.61291 -2.75489 0.57881



# 4
Entry from the Open Molecules 2025 dataset: 2 unconnected molecules or ions with the total composition C2H3F4OP at a distorted geometry (ωB97M-V/def2-TZVPD).

Summary:
**Frontier orbital gap (alpha / beta)**: 7.732 / 8.075 eV
**Multiplicity**: 1
**Relative energy (zero: lowest compared OMol25 entry of this formula, charge and spin)**: 0.000 eV

Atoms and positions in Å:
C1 1.24920 -0.85969 2.04673
C2 -1.98112 1.49436 -1.58579
O1 1.57471 -0.74066 0.80208
F1 -1.83712 1.96060 -0.34941
F2 -1.19408 2.19538 -2.39206
F3 -3.24087 1.68064 -1.96009
F4 2.64876 -2.90705 0.34963
P1 2.26072 -1.47364 -0.39137
H1 0.74986 -0.02272 2.49918
H2 1.49084 -1.74962 2.60402
H3 -1.72090 0.42239 -1.62292



# 5
Entry from the Open Molecules 2025 dataset: a molecular structure, C58H45F5N2O8S3V at a distorted geometry (ωB97M-V/def2-TZVPD).

Summary:
**Expectation value of S²**: 0.7937
**Frontier orbital gap (alpha / beta)**: 5.084 / 5.929 eV
**Multiplicity**: 2

Atoms and positions in Å:
V1 0.54815 -0.44025 1.82102
C1 0.94086 3.07567 4.74855
O1 -0.44929 2.57404 4.81187
C2 -0.70224 1.37719 5.35021
C3 -1.08588 1.17576 6.65255
C4 -1.22313 -0.11645 7.12258
C5 -1.25029 -1.20148 6.26412
C6 -0.90550 -1.01714 4.94204
C7 -0.80631 -2.17402 4.09867
N1 -0.26685 -2.12680 2.91459
N2 -0.42972 -3.28775 2.15568
C8 0.26346 -3.10952 1.07803
O2 0.92636 -2.02771 0.76553
C9 0.47486 -4.20053 0.10551
C10 -0.17876 -5.37115 0.31260
C11 -0.04068 -6.40766 -0.62118
C12 0.72449 -6.14340 -1.71499
C13 1.43276 -4.94910 -1.92704
C14 1.30142 -3.99691 -0.94515
C15 -0.61374 0.26207 4.48577
O3 -0.26205 0.48005 3.22328
H1 1.32745 3.27686 5.75205
H2 1.53315 2.35953 4.23418
H3 0.83394 3.98482 4.14773
H4 -1.23997 2.04984 7.28600
H5 -1.46778 -0.24565 8.18683
H6 -1.40324 -2.20054 6.65251
H7 -1.23926 -3.09587 4.48538
H8 -0.74275 -5.49298 1.26013
H9 -0.47637 -7.36819 -0.40232
H10 0.84768 -6.92259 -2.47949
H11 2.06983 -4.82023 -2.78700
H12 1.93420 -3.11008 -0.92973
C16 6.72904 0.83404 -2.85169
C17 5.27265 0.62761 -2.51058
C18 4.53907 -0.55297 -2.84730
C19 3.19579 -0.64818 -2.47930
C20 2.52688 0.37605 -1.82993
C21 3.22090 1.56023 -1.50175
C22 4.55787 1.65692 -1.87498
S1 0.88170 0.10189 -1.20101
O4 0.96308 0.57940 0.24752
C23 -0.14486 1.30032 -2.00186
C24 0.08580 2.65593 -2.02642
C25 -0.67583 3.49855 -2.75309
C26 -1.71670 2.99681 -3.58356
C27 -2.55175 3.85607 -4.34146
C28 -3.49154 3.33673 -5.18987
C29 -3.63129 1.94343 -5.34002
C30 -2.90920 1.08826 -4.50904
C31 -1.96872 1.62018 -3.59742
C32 -1.20134 0.74444 -2.68993
C33 -1.40240 -0.75069 -2.67456
C34 -0.76293 -1.60439 -3.67246
C35 0.13240 -1.16783 -4.70548
C36 0.64399 -2.00626 -5.62941
C37 0.38146 -3.42188 -5.55826
C38 -0.47324 -3.93400 -4.61390
C39 -1.00170 -3.00402 -3.67335
C40 -1.80005 -3.51880 -2.60665
C41 -2.17873 -2.71199 -1.58591
C42 -2.04618 -1.31769 -1.61264
S2 -2.51090 -0.38206 -0.15834
O5 -1.39980 -0.67399 0.83818
C43 -3.95279 -1.42668 0.25942
C44 -3.96196 -2.27804 1.36065
C45 -5.11763 -3.01248 1.63306
C46 -6.21018 -3.01561 0.81325
C47 -7.34648 -4.03753 0.98768
C48 -6.19584 -2.12666 -0.22717
C49 -5.07322 -1.37988 -0.53746
H13 6.85876 1.85037 -3.19124
H14 7.06756 0.17051 -3.63213
H15 7.33052 0.76178 -1.96267
H16 5.02317 -1.31952 -3.45991
H17 2.65610 -1.60009 -2.61464
H18 2.81744 2.36897 -0.89125
H19 5.12465 2.52453 -1.68097
H20 0.81412 3.08567 -1.35946
H21 -0.54407 4.56019 -2.72630
H22 -2.32795 4.91359 -4.28291
H23 -4.14622 3.96487 -5.77707
H24 -4.40886 1.57536 -5.93814
H25 -2.92280 -0.01265 -4.62502
H26 0.34426 -0.07132 -4.74487
H27 1.34331 -1.64837 -6.35155
H28 0.74088 -4.00633 -6.38012
H29 -0.78277 -4.96277 -4.48195
H30 -2.04590 -4.60852 -2.57614
H31 -2.67930 -3.20173 -0.71219
H32 -3.08756 -2.29123 2.00052
H33 -5.09938 -3.68062 2.50877
H34 -7.25846 -4.75772 0.18687
H35 -8.34062 -3.66862 0.98464
H36 -7.16221 -4.52957 1.97241
H37 -7.04331 -2.13312 -0.90282
H38 -4.95627 -0.68220 -1.36686
O6 -2.49912 3.77361 -0.60010
H39 -1.59212 3.92987 -0.25838
H40 -3.06912 4.21098 0.05565
O7 4.40210 5.73201 3.76157
C50 5.15977 4.62414 3.99588
O8 6.16374 4.74580 4.64180
C51 4.62011 3.31944 3.50422
C52 3.65345 3.19932 2.55456
C53 3.13410 1.98374 2.29270
C54 3.51377 0.83992 2.95429
S3 2.70481 -0.66704 2.52799
C55 4.53631 0.91639 3.86470
C56 5.06734 2.15853 4.13639
H41 3.66203 5.56238 3.17209
H42 3.20269 3.98783 1.94850
H43 2.30889 1.85364 1.64993
H44 4.90473 0.02511 4.39174
H45 5.81427 2.25778 4.86254
F1 1.12812 3.84123 0.83890
C57 -0.12105 4.62966 0.86195
F2 -0.41832 4.62511 2.23281
C58 0.49249 5.96757 0.54942
F3 0.90731 6.00577 -0.77355
F4 1.58400 6.28138 1.28785
F5 -0.35553 6.99931 0.74608



# 6
Entry from the Open Molecules 2025 dataset: a molecular structure, C27H44F6OP2W at a distorted geometry (ωB97M-V/def2-TZVPD).

Summary:
**Expectation value of S²**: 2.0096
**Frontier orbital gap (alpha / beta)**: 3.915 / 3.216 eV
**Multiplicity**: 3
**Relative energy (zero: lowest compared OMol25 entry of this formula, charge and spin)**: 0.000 eV
**Net charge**: +2

Atoms and positions in Å:
W1 0.14880 2.03486 0.00338
C1 0.86854 4.16700 -0.04692
C2 0.30051 3.81396 -1.32655
C3 -1.39413 3.70342 0.28217
C4 -0.16927 4.06025 0.95389
C5 -1.10270 3.52223 -1.11953
C6 2.27973 4.57649 0.21801
H1 2.98730 4.07563 -0.45415
H2 2.57059 4.35766 1.25437
H3 2.38100 5.65939 0.06524
C7 -0.03180 4.30364 2.41773
H4 1.02222 4.39153 2.70234
H5 -0.48529 3.47642 2.98096
H6 -0.54263 5.24298 2.69139
C8 -2.72530 3.59661 0.93607
H7 -3.14465 4.59824 1.12485
H8 -2.62013 3.05813 1.89086
H9 -3.42786 3.04490 0.30319
C9 -2.08972 3.07106 -2.14352
H10 -2.57836 3.94702 -2.58419
H11 -2.86996 2.44193 -1.69334
H12 -1.62165 2.50276 -2.95674
C10 1.02121 3.77102 -2.63528
H13 0.85215 4.69202 -3.21390
H14 0.66778 2.93085 -3.25153
H15 2.10217 3.66317 -2.48733
C11 1.33666 0.78115 1.28144
C12 2.19190 1.38054 0.29612
C13 2.64178 0.64112 -0.93638
C14 1.51000 -0.02190 -1.74942
C15 0.13913 0.58549 -1.57754
C16 -0.80580 0.16805 -0.56672
C17 -0.49534 -0.83937 0.49720
C18 0.85820 -0.64518 1.19805
H16 3.38529 -0.13455 -0.69099
H17 1.48578 -1.10733 -1.56238
H18 3.16885 1.35859 -1.59253
H19 1.61733 -1.29557 0.73944
H20 1.32495 1.21379 2.28577
H21 2.88703 2.13822 0.65550
H22 0.72196 -0.98831 2.23695
H23 -1.27582 -0.75227 1.27126
H24 -1.87453 0.28812 -0.77692
H25 -0.52091 -1.87283 0.10024
H26 1.77958 0.10540 -2.80971
H27 -0.29429 1.00057 -2.49327
P1 2.00211 -4.00122 -1.56869
C19 2.75031 -4.72865 -0.04436
C20 3.35862 -4.42486 -2.75134
P2 -0.55017 -4.75569 -2.96114
C21 0.86914 -5.42790 -1.95475
C22 -0.06426 -5.45263 -4.60315
C23 -1.76770 -6.07002 -2.51292
H28 1.98648 -4.74253 0.74280
H29 3.58192 -4.08857 0.27569
H30 3.11087 -5.75061 -0.23142
H31 3.69194 -5.46523 -2.61820
H32 4.19350 -3.74268 -2.54689
H33 3.01623 -4.26537 -3.78116
H34 -1.36502 -7.07324 -2.70912
H35 -2.67677 -5.90741 -3.10403
H36 -2.01257 -5.96593 -1.44930
H37 0.46238 -5.82616 -1.00911
H38 1.40530 -6.22050 -2.51069
H39 -0.91450 -5.30399 -5.28109
H40 0.16726 -6.52508 -4.53188
H41 0.79980 -4.90159 -4.99386
C24 -2.45994 1.99148 4.96910
C25 -2.14082 0.94359 3.89465
O1 -1.45680 1.33912 2.85812
C26 -1.40893 -0.24009 4.70727
F1 -1.99138 -0.47067 5.92419
F2 -1.39580 -1.42386 4.04284
F3 -0.11541 0.11108 4.94891
C27 -3.57330 0.34764 3.44597
F4 -4.18960 -0.35352 4.46003
F5 -4.40916 1.37330 3.12444
F6 -3.51185 -0.46945 2.36945
H42 -2.91104 2.88141 4.51465
H43 -1.52954 2.32228 5.43632
H44 -3.13155 1.58062 5.73105